(1)
{
  "formula": "C15H20CaN5O4P",
  "method": "the ωB97M-V functional and the def2-TZVPD basis",
  "symbols": ["Ca", "O", "C", "C", "C", "C", "C", "C", "C", "O", "N", "N", "C", "C", "C", "C", "C", "C", "N", "H", "H", "H", "H", "H", "H", "H", "H", "H", "H", "N", "C", "P", "O", "O", "C", "N", "H", "H", "H", "H", "H", "H", "H", "H", "H", "H"],
  "coordinates": [[-1.678, -0.588, 0.823], [1.970, 1.785, -1.338], [2.871, 1.728, -0.299], [4.225, 1.970, -0.477], [5.094, 1.831, 0.597], [4.619, 1.431, 1.839], [3.265, 1.187, 2.009], [2.380, 1.350, 0.949], [0.924, 1.081, 1.105], [0.547, -0.181, 1.006], [0.135, 2.085, 1.302], [-1.183, 1.658, 1.330], [-2.070, 2.504, 1.664], [-3.476, 2.061, 1.702], [-4.478, 2.951, 2.039], [-5.794, 2.507, 2.074], [-6.057, 1.184, 1.770], [-4.994, 0.356, 1.444], [-3.725, 0.765, 1.406], [2.287, 2.400, -2.011], [4.597, 2.274, -1.449], [6.147, 2.036, 0.458], [5.298, 1.326, 2.673], [2.883, 0.895, 2.979], [-1.810, 3.527, 1.924], [-4.229, 3.977, 2.271], [-6.595, 3.185, 2.334], [-7.063, 0.790, 1.785], [-5.177, -0.686, 1.205], [2.238, -1.517, -0.459], [1.484, -1.495, -1.744], [0.025, -2.587, -1.524], [0.520, -3.786, -0.778], [-1.155, -1.794, -1.024], [-0.407, -3.276, -3.198], [-0.262, -4.772, -3.058], [2.402, -2.480, -0.157], [1.626, -0.996, 0.284], [3.129, -1.022, -0.531], [2.120, -1.887, -2.538], [1.213, -0.464, -1.965], [0.251, -2.928, -3.990], [-1.432, -3.033, -3.463], [-1.160, -5.253, -3.099], [0.154, -4.914, -2.102], [0.342, -5.184, -3.768]],
  "forces_ev_per_a": [[0.0, 0.0, 0.0], [0.0, 0.0, 0.0], [0.0, 0.0, 0.0], [0.0, 0.0, 0.0], [0.0, 0.0, 0.0], [0.0, 0.0, 0.0], [0.0, 0.0, 0.0], [0.0, 0.0, 0.0], [0.0, -0.1, 0.0], [0.0, 0.1, -0.1], [0.0, 0.0, 0.0], [0.1, 0.0, 0.0], [0.0, 0.0, 0.0], [0.0, 0.0, 0.0], [0.0, 0.0, 0.0], [0.0, 0.0, 0.0], [0.0, 0.0, 0.0], [0.0, 0.0, 0.0], [0.0, 0.0, 0.0], [0.0, 0.0, 0.0], [0.0, 0.0, 0.0], [0.0, 0.0, 0.0], [0.0, 0.0, 0.0], [0.0, 0.0, 0.0], [0.0, 0.0, 0.0], [0.0, 0.0, 0.0], [0.0, 0.0, 0.0], [0.0, 0.0, 0.0], [0.0, 0.0, 0.0], [-0.1, 0.1, 0.1], [0.0, 0.0, 0.0], [-0.1, 0.1, -0.1], [0.0, -0.1, 0.0], [0.1, 0.0, 0.1], [0.0, 0.0, 0.0], [0.0, 0.0, 0.0], [0.0, 0.0, 0.0], [0.1, -0.1, 0.0], [0.0, 0.0, 0.0], [0.0, 0.0, 0.0], [0.0, 0.0, 0.0], [0.0, 0.0, 0.0], [0.0, 0.0, 0.0], [0.0, 0.0, 0.0], [0.0, 0.0, 0.0], [0.0, 0.0, 0.0]],
  "lowdin_charge": [1.56, 0.04, -0.29, -0.01, -0.06, -0.06, -0.01, -0.13, -0.43, -0.26, 0.11, -0.12, -0.05, -0.26, 0.01, -0.01, -0.02, -0.12, -0.02, 0.12, 0.12, 0.12, 0.11, 0.13, 0.14, 0.13, 0.13, 0.12, 0.11, 0.13, -0.18, 0.44, -0.32, -0.49, -0.15, 0.14, 0.15, 0.09, 0.16, 0.11, 0.10, 0.11, 0.11, 0.17, 0.12, 0.17],
  "total_charge": 2,
  "orbital_gap_ev": 8.11,
  "e_homo_ev": -13.7,
  "de_lowest_kcal_mol": 0.00,
  "e_tot_ev": -59239.0718
}

---

(2)
{
  "formula": "C26H28AsF3N4O4ReS2",
  "method": "the ωB97M-V functional and the def2-TZVPD basis",
  "symbols": ["Re", "O", "C", "O", "C", "C", "C", "C", "C", "N", "C", "O", "O", "H", "H", "H", "C", "C", "As", "C", "C", "C", "C", "H", "H", "H", "H", "H", "H", "H", "H", "H", "H", "H", "H", "H", "H", "H", "F", "C", "F", "F", "C", "C", "C", "C", "C", "C", "C", "C", "H", "H", "H", "H", "S", "C", "N", "S", "C", "N", "C", "C", "N", "H", "H", "H", "H", "H", "H"],
  "coordinates": [[0.744, 0.468, -1.123], [-1.953, 2.605, -3.440], [-1.214, 1.768, -2.980], [-0.205, 1.999, -2.172], [-1.331, 0.305, -3.296], [-2.187, -0.283, -4.206], [-2.086, -1.653, -4.412], [-1.117, -2.384, -3.736], [-0.299, -1.722, -2.844], [-0.443, -0.418, -2.623], [0.886, -2.315, -2.122], [1.142, -3.492, -2.174], [1.604, -1.394, -1.523], [-2.898, 0.336, -4.734], [-2.744, -2.145, -5.115], [-0.970, -3.443, -3.891], [1.573, 4.056, 0.319], [0.059, 3.876, 0.266], [-0.441, 2.012, 0.484], [-2.373, 1.950, 0.244], [-3.105, 3.245, 0.576], [-0.167, 1.613, 2.372], [-0.368, 2.783, 3.326], [1.835, 5.110, 0.214], [2.057, 3.503, -0.487], [1.991, 3.700, 1.264], [-0.346, 4.194, -0.693], [-0.442, 4.440, 1.055], [-2.705, 1.116, 0.864], [-2.558, 1.663, -0.790], [-2.890, 3.591, 1.587], [-4.183, 3.098, 0.501], [-2.833, 4.039, -0.119], [0.840, 1.205, 2.459], [-0.854, 0.794, 2.587], [0.351, 3.583, 3.141], [-0.225, 2.451, 4.355], [-1.370, 3.209, 3.255], [-2.931, -6.101, 4.684], [-3.783, -5.448, 3.867], [-4.354, -6.387, 3.087], [-4.753, -4.936, 4.643], [-3.083, -4.400, 3.054], [-2.184, -4.805, 2.075], [-1.511, -3.862, 1.322], [-1.734, -2.497, 1.537], [-2.638, -2.106, 2.526], [-3.308, -3.052, 3.283], [-1.039, -1.527, 0.747], [-0.434, -0.710, 0.083], [-2.011, -5.860, 1.903], [-0.805, -4.168, 0.562], [-2.815, -1.052, 2.696], [-4.008, -2.742, 4.046], [4.389, 0.786, 2.001], [3.110, 0.720, 1.021], [2.176, 0.686, 0.314], [2.475, 1.412, -2.700], [3.961, 0.753, -2.153], [4.179, -0.477, -1.737], [5.555, -0.683, -1.293], [6.154, 0.736, -1.402], [5.095, 1.464, -2.105], [3.418, -1.148, -1.660], [6.060, -1.396, -1.944], [5.573, -1.050, -0.269], [7.082, 0.751, -1.969], [6.320, 1.168, -0.415], [5.068, 2.464, -2.194]],
  "forces_ev_per_a": [[0.1, 0.0, -0.4], [0.0, 0.0, 0.0], [0.0, 0.0, 0.1], [-0.2, 0.1, 0.0], [0.0, 0.0, 0.0], [0.0, 0.0, 0.0], [0.0, 0.0, 0.0], [0.0, 0.0, 0.0], [0.0, 0.0, 0.0], [0.1, 0.0, 0.1], [-0.1, -0.1, 0.1], [0.0, 0.0, 0.0], [0.1, 0.0, 0.1], [0.0, 0.0, 0.0], [0.0, 0.0, 0.0], [0.0, 0.0, 0.0], [0.0, 0.0, 0.0], [0.1, 0.0, 0.0], [-0.1, -0.2, 0.1], [0.0, 0.0, 0.0], [0.0, 0.0, 0.0], [0.0, 0.0, 0.0], [0.0, 0.0, 0.0], [0.0, 0.0, 0.0], [0.0, 0.0, 0.0], [0.0, 0.0, 0.0], [0.0, 0.0, 0.0], [0.0, 0.0, 0.0], [0.0, 0.0, 0.0], [0.0, 0.0, 0.0], [0.0, 0.0, 0.0], [0.0, 0.0, 0.0], [0.0, 0.0, 0.0], [0.0, 0.0, 0.0], [0.0, 0.0, 0.0], [0.0, 0.0, 0.0], [0.0, 0.0, 0.0], [0.0, 0.0, 0.0], [0.0, 0.0, 0.0], [0.0, 0.0, 0.0], [0.0, 0.0, 0.0], [0.0, 0.0, 0.0], [0.0, 0.0, 0.0], [0.0, 0.0, 0.0], [0.0, 0.0, 0.0], [0.0, 0.0, 0.0], [0.0, 0.0, 0.0], [0.0, 0.0, 0.0], [-0.1, 0.1, 0.0], [-0.1, 0.0, 0.0], [0.0, 0.0, 0.0], [0.0, 0.0, 0.0], [0.0, 0.0, 0.0], [0.0, 0.0, 0.0], [0.0, 0.0, 0.0], [0.0, 0.0, 0.0], [0.1, 0.0, 0.0], [0.0, 0.0, -0.1], [0.0, 0.0, 0.1], [0.0, 0.0, -0.1], [0.0, 0.0, 0.0], [0.0, 0.0, 0.0], [0.0, 0.0, 0.0], [0.0, 0.0, 0.1], [0.0, 0.0, 0.0], [0.0, 0.0, 0.0], [0.0, 0.0, 0.0], [0.0, 0.0, 0.0], [0.0, 0.0, 0.0]],
  "lowdin_charge": [1.19, 0.10, -0.57, -0.34, -0.15, 0.04, -0.02, 0.04, -0.15, 0.00, -0.55, 0.11, -0.24, 0.13, 0.12, 0.13, -0.16, -0.38, 1.19, -0.35, -0.14, -0.36, -0.15, 0.07, 0.03, 0.06, 0.07, 0.07, 0.06, 0.06, 0.06, 0.07, 0.07, 0.05, 0.06, 0.06, 0.08, 0.06, 0.14, -0.58, 0.14, 0.13, -0.13, 0.00, -0.01, -0.23, -0.02, -0.01, -0.07, -0.21, 0.13, 0.12, 0.11, 0.12, 0.57, -0.92, -0.15, 0.71, -0.78, 0.05, -0.11, -0.13, 0.04, 0.11, 0.12, 0.10, 0.11, 0.09, 0.14],
  "spin_multiplicity": 2,
  "orbital_gap_ev": [7.25, 6.13],
  "e_homo_ev": [-7.7, -7.5],
  "de_lowest_kcal_mol": 0.00,
  "e_tot_ev": -134361.4886
}

---

(3)
{
  "formula": "C5H7ClFN",
  "method": "the ωB97M-V functional and the def2-TZVPD basis",
  "symbols": ["N", "C", "C", "C", "C", "C", "F", "Cl", "H", "H", "H", "H", "H", "H", "H"],
  "coordinates": [[-0.085, -0.041, 1.796], [0.590, -0.291, 0.530], [0.755, 1.049, -0.217], [-0.495, 1.134, -1.058], [-1.126, -0.039, -1.154], [-0.386, -1.077, -0.382], [-1.215, -1.900, 0.349], [0.527, -2.162, -1.506], [-0.345, -0.930, 2.225], [0.572, 0.415, 2.436], [1.540, -0.830, 0.623], [0.855, 1.878, 0.503], [1.649, 1.040, -0.850], [-0.806, 2.042, -1.544], [-2.029, -0.287, -1.752]],
  "forces_ev_per_a": [[0.4, -0.1, 0.5], [0.0, 0.0, -0.3], [-0.1, 0.0, 0.2], [-0.1, -0.7, 0.1], [-0.4, 0.3, -0.5], [0.0, -0.1, 0.1], [0.1, 0.1, -0.2], [-0.1, 0.1, 0.1], [0.0, 0.3, -0.1], [-0.3, -0.2, -0.3], [-0.1, 0.0, 0.0], [-0.1, -0.2, -0.3], [-0.1, 0.0, 0.0], [-0.1, 0.2, -0.1], [0.8, 0.3, 0.6]],
  "lowdin_charge": [0.05, -0.38, -0.14, -0.06, -0.08, -0.79, -0.02, 0.66, 0.08, 0.09, 0.12, 0.12, 0.12, 0.10, 0.13],
  "orbital_gap_ev": 10.74,
  "e_homo_ev": -9.8,
  "de_lowest_kcal_mol": 0.82,
  "e_tot_ev": -22028.2638,
  "smiles": "N[C@@H]1CC=C[C@@]1(F)Cl"
}

---

(4)
{
  "formula": "C10H9CuF6N5O6S2",
  "method": "the ωB97M-V functional and the def2-TZVPD basis",
  "symbols": ["Cu", "F", "C", "F", "F", "S", "O", "O", "N", "S", "O", "O", "C", "F", "F", "F", "N", "C", "C", "N", "C", "H", "H", "H", "H", "C", "N", "C", "C", "C", "O", "N", "C", "O", "H", "H", "H", "H", "H"],
  "coordinates": [[-0.604, 0.793, 0.557], [-3.034, -0.461, -2.196], [-3.012, 0.714, -2.827], [-2.957, 0.506, -4.133], [-4.121, 1.380, -2.531], [-1.562, 1.702, -2.275], [-1.728, 1.646, -0.813], [-1.728, 2.981, -2.870], [-0.302, 0.982, -2.846], [0.501, -0.232, -2.242], [-0.081, -0.760, -1.016], [1.911, -0.024, -2.282], [0.197, -1.542, -3.499], [-1.097, -1.848, -3.550], [0.595, -1.131, -4.693], [0.885, -2.624, -3.155], [-2.850, -1.325, 3.240], [-3.072, -2.078, 2.109], [-2.502, -1.386, 1.092], [-1.942, -0.229, 1.599], [-2.156, -0.232, 2.893], [-3.106, -1.577, 4.178], [-3.595, -3.017, 2.130], [-2.434, -1.629, 0.046], [-1.806, 0.509, 3.591], [3.891, 1.759, 0.034], [3.082, 1.025, 1.004], [3.622, 0.203, 1.973], [2.864, -0.529, 2.801], [1.403, -0.505, 2.684], [0.645, -1.151, 3.389], [0.941, 0.354, 1.704], [1.730, 1.074, 0.906], [1.137, 1.783, 0.041], [4.927, 1.736, 0.362], [3.548, 2.789, -0.024], [3.799, 1.307, -0.952], [4.702, 0.195, 2.015], [3.309, -1.159, 3.556]],
  "forces_ev_per_a": [[0.3, -0.1, 0.5], [-0.1, -0.1, 0.0], [0.1, 0.1, 0.1], [0.0, 0.0, -0.1], [-0.1, 0.0, 0.0], [0.2, 0.1, 0.0], [0.0, -0.1, -0.2], [0.0, 0.0, 0.0], [-0.1, 0.0, 0.1], [-0.1, 0.1, 0.2], [0.0, 0.0, -0.2], [0.0, 0.0, -0.1], [0.0, 0.1, 0.1], [0.0, 0.0, 0.0], [0.0, 0.0, -0.1], [0.0, -0.1, 0.0], [0.0, 0.0, 0.1], [0.0, 0.0, 0.0], [0.0, 0.1, 0.0], [-0.1, -0.1, -0.4], [0.0, 0.0, 0.0], [0.0, 0.0, 0.0], [0.0, 0.0, 0.0], [0.0, 0.0, 0.0], [0.0, -0.1, 0.0], [0.0, 0.0, 0.0], [0.0, 0.0, 0.0], [0.0, 0.0, -0.1], [-0.1, 0.0, 0.0], [0.1, 0.1, 0.0], [0.0, 0.0, 0.0], [-0.1, 0.0, 0.1], [0.1, 0.1, -0.1], [0.0, 0.0, 0.0], [0.0, 0.0, 0.0], [0.0, 0.0, 0.0], [0.0, 0.0, 0.0], [0.0, 0.0, 0.0], [0.0, 0.0, 0.0]],
  "lowdin_charge": [0.66, 0.13, -0.69, 0.16, 0.16, 0.65, -0.33, -0.23, -0.26, 0.63, -0.31, -0.24, -0.69, 0.14, 0.16, 0.15, 0.09, -0.06, -0.09, 0.00, -0.16, 0.16, 0.12, 0.10, 0.14, 0.01, -0.03, -0.04, 0.02, -0.48, 0.03, 0.12, -0.51, -0.02, 0.09, 0.10, 0.09, 0.13, 0.11],
  "spin_multiplicity": 2,
  "orbital_gap_ev": [9.67, 8.36],
  "e_homo_ev": [-9.3, -9.3],
  "e_tot_ev": -112867.4829
}

---

(5)
{
  "formula": "C2H2I2OS",
  "method": "the ωB97M-V functional and the def2-TZVPD basis",
  "symbols": ["C", "C", "O", "S", "I", "I", "H", "H"],
  "coordinates": [[-0.343, -0.314, -1.041], [0.538, 0.364, -0.226], [-0.146, -1.413, -1.447], [-1.314, -0.400, 1.492], [0.467, 2.460, 0.207], [2.269, -0.659, 0.089], [-1.367, 0.340, -1.180], [-0.105, -0.378, 2.105]],
  "forces_ev_per_a": [[-5.2, 1.0, -1.5], [1.1, 2.2, 3.9], [0.0, -1.2, -1.2], [2.0, 0.6, -1.0], [0.1, -1.1, -0.5], [0.7, 0.1, 0.3], [1.9, -1.5, -0.3], [-0.5, -0.1, 0.2]],
  "lowdin_charge": [-0.74, -1.34, -0.04, 0.45, 0.80, 0.98, 0.14, -0.24],
  "orbital_gap_ev": [6.81, 6.81],
  "e_homo_ev": [-9.4, -9.4],
  "de_lowest_kcal_mol": 52.94,
  "e_tot_ev": -31186.7915
}